Entry 1:
Here is 11 unconnected molecules or ions with the total composition C60H110BrN20 from the Open Molecules 2025 dataset. Energies are from ωB97M-V/def2-TZVPD.

```
191
Properties=species:S:1:pos:R:3:lowdin_charge:R:1
C 2.61658 3.06211 6.50714 0.016
C 0.14064 1.78402 -12.29843 0.009
H -7.57394 2.42531 3.94272 0.095
C -7.65293 -5.28174 -5.36239 0.027
C 6.49287 -0.17427 -4.69616 0.038
C 0.87193 -10.44249 7.13185 0.025
H 6.48783 8.61709 -2.74581 0.122
H -12.42925 4.89088 6.66013 0.118
H 0.03852 -5.97554 -2.91957 0.093
C 12.47772 -1.87907 3.35783 0.028
H -1.00530 9.93331 1.46368 0.059
H 0.74940 3.80220 -1.74877 0.065
N -3.62627 10.82685 0.64030 -0.060
N 0.49508 0.65794 -13.00007 -0.116
N -9.36411 4.19875 3.96252 -0.087
C 5.39590 8.60447 -2.90171 0.034
H 4.24073 4.48451 6.68729 0.137
H 9.20027 0.59247 3.56748 0.111
H 1.90043 -10.07456 7.21108 0.109
H -3.16288 -10.24227 0.35566 0.076
C -0.94054 -8.75585 6.91228 -0.001
H 13.97299 -1.78295 5.58769 0.116
H -6.69173 2.97139 2.52197 0.078
H 5.05414 -1.95527 -3.10492 0.121
C 0.54103 1.81098 7.27918 -0.152
C 12.91081 -1.74178 5.81760 0.014
H 0.88074 0.78059 5.42572 0.075
C -7.66606 2.93114 2.98304 -0.057
C 10.99343 -0.85009 4.64245 -0.010
H -4.67422 -10.51312 -0.45634 0.092
H 0.67609 -9.64765 4.31284 0.131
C 1.67817 0.54310 -8.56110 -0.093
H -4.84631 14.76145 -0.09643 0.117
H -3.17576 8.80169 0.79499 0.112
C 0.54750 1.61564 -11.02785 0.030
H 12.77011 -1.10048 6.66615 0.107
H 3.55041 4.32323 10.43779 0.111
C -8.18023 4.31460 3.19281 -0.211
C 3.54220 3.84055 7.15360 -0.002
H 8.88575 -4.47753 -1.76231 0.090
H -3.41425 -11.64742 -0.69836 0.102
H -5.60382 -3.76728 -1.85714 0.102
H 0.10163 -0.50831 -14.69533 0.116
C 11.47801 -1.45449 2.58260 -0.008
C 1.14097 4.75323 -1.53694 -0.050
C 2.30271 2.86979 8.66489 0.001
N 7.80702 -3.45096 -3.85368 -0.034
H -0.31318 -0.01871 6.49809 0.089
H -3.84368 -7.79667 0.10737 0.136
H 1.93418 -0.07185 -7.71742 0.074
N 10.56344 -0.84352 3.40452 -0.039
C -3.58158 -10.56930 -0.59387 -0.070
C -6.38982 -5.03214 -4.84766 0.035
H -5.84479 13.66717 -1.09275 0.112
H -5.52338 -2.53202 -3.01585 0.106
N -2.61852 -8.38340 -1.54637 -0.007
H 1.19723 0.87333 -14.84958 0.133
H 0.50604 2.25967 -10.17330 0.123
H 8.58466 -5.31600 -4.57807 0.164
C -0.77064 -5.45711 -2.45806 0.033
H -5.41457 -5.38046 -5.08358 0.118
C -2.48975 -6.32306 -0.79753 -0.016
H 5.00878 9.61598 -2.89168 0.112
C 3.52227 6.76224 -0.43665 0.016
H 8.17140 -1.74234 2.04796 0.084
H -0.59814 1.18040 -14.75596 0.131
C -9.57486 4.35199 5.26593 0.016
H 13.44425 -2.31258 3.16138 0.155
C -1.70952 -7.76284 -2.25757 -0.018
H 8.66364 -2.04616 -5.15388 0.179
H -3.30461 -6.82014 4.09593 0.077
H -8.89266 4.74302 6.00993 0.178
H 0.72282 5.06176 -0.57018 0.084
N -1.54842 -8.05850 5.99821 -0.061
H -0.37067 2.58605 -12.80336 0.150
H -11.08753 4.28796 7.67279 0.108
H -6.25896 14.08895 0.54342 0.117
C -1.26903 9.74641 0.45063 -0.059
C -9.99086 -4.57113 -4.67704 -0.125
H -1.35511 -4.93974 -3.21510 0.096
Br 2.16318 -0.23528 -0.64408 -0.972
H 11.37546 -1.65938 1.52814 0.144
H -8.42410 -3.65018 -2.63792 0.181
H 9.82854 -5.82535 -2.59760 0.116
N 0.08242 -9.47277 6.37067 -0.060
H 0.73748 5.47008 -2.24257 0.079
H -0.65417 8.87725 0.07199 0.097
N 12.15026 -1.49417 4.64303 -0.089
H 6.24713 -4.32590 -2.59115 0.141
C 1.14500 -0.15109 -12.22722 -0.003
H -4.07679 -5.81411 5.33503 0.084
H -7.92315 -5.85819 -6.27794 0.171
C 0.61308 0.56134 6.45152 -0.079
H -4.14538 11.55420 -1.35031 0.175
H -12.53737 3.39732 4.15702 0.145
H -2.71517 -5.49694 -0.17732 0.128
H 0.90466 -11.45579 6.67725 0.122
H -8.32165 2.41990 2.27424 0.085
C 6.59925 -3.46175 -3.14033 0.031
H -1.09822 -8.78693 7.97300 0.180
C -7.87375 -4.07783 -3.48861 -0.007
H -3.59859 -7.99754 6.43387 0.153
H 9.74421 -4.02936 -4.11255 0.131
H 3.75379 5.64078 9.22698 0.130
H 0.66052 0.87477 -8.35421 0.082
H -0.43923 -4.68153 -1.73663 0.122
H 4.22047 6.06904 -3.53399 0.194
H -0.23623 2.54461 6.85664 0.159
H 9.59521 0.13350 1.84411 0.147
N 6.82823 -1.50374 -4.20245 -0.072
H -3.58276 10.65461 2.69495 0.126
C -4.13645 11.67630 -0.26655 0.035
C 2.65754 4.68903 -1.65129 -0.161
H 6.84915 -0.15080 -5.73617 0.116
H 6.99327 0.58758 -4.13207 0.099
H 1.33415 -0.17433 6.80174 0.086
C 3.94850 4.57091 9.46037 0.032
C -10.62225 -5.28312 -3.47091 -0.050
H -11.71419 -5.46577 -3.54572 0.113
C 5.99329 -2.28364 -3.44291 -0.007
N -8.50768 -4.62802 -4.52787 -0.059
H 8.13572 -5.93395 -2.42008 0.092
N 3.30904 3.73099 8.47991 -0.077
C -3.14271 -9.81123 -1.83035 -0.098
N -10.87633 4.12903 5.49580 -0.074
H -10.41115 3.51005 2.28867 0.148
C 0.00123 -9.25264 5.02746 0.000
N 3.41822 5.90517 -1.55796 -0.047
H -1.00410 10.65000 -0.08524 0.079
H 1.29800 -1.21322 -9.54873 0.126
C 7.89397 -2.26191 -4.43567 -0.008
H -7.45722 4.96594 3.67967 0.135
H 2.80831 -0.61820 -10.08201 0.148
H -10.30884 -5.15094 -5.50687 0.119
C -5.52940 -3.61195 -2.93193 -0.022
H -4.54899 -3.92464 -3.26458 0.089
N -4.77023 12.69458 0.41965 -0.085
H 1.45150 -1.11660 -12.60843 0.183
H 2.31308 1.44624 -8.49712 0.096
H 1.84940 2.56610 9.54801 0.162
H 0.12195 1.66385 8.27058 0.121
H -8.40524 4.90992 2.34499 0.125
N 4.64441 7.65925 -2.08049 -0.078
C 8.08592 -0.98286 2.83501 -0.084
C -5.41924 13.84452 -0.11436 0.016
H -10.23848 -3.50756 -4.79786 0.142
H -5.01316 13.14979 2.48914 0.182
C 0.23777 0.53648 -14.39171 0.021
C 4.23583 7.84561 -0.81224 -0.020
C -2.75373 -7.31356 6.20045 -0.173
N -6.55621 -4.27155 -3.64918 -0.090
C -2.79643 9.63585 0.24205 -0.137
H 10.54355 -0.31400 5.48038 0.187
C -10.55598 3.83613 3.32185 0.011
C -3.07899 -7.50979 -0.58237 -0.014
C -4.56842 12.43645 1.72061 -0.010
H -1.41388 -7.94878 3.83255 0.119
C -1.01826 -8.35416 4.74876 0.027
H 0.47810 -10.68019 8.13852 0.119
N 1.89401 2.43235 7.50534 -0.032
H -2.48481 -5.55079 5.02872 0.080
H -12.01314 3.13209 6.94201 0.122
C -11.62356 4.15470 6.73098 0.001
H 12.66969 -2.76286 6.14166 0.121
H -2.34831 -10.36937 -2.28533 0.123
H 5.43272 -0.06275 -4.65835 0.094
H 4.49430 8.69901 -0.20288 0.154
H -1.29510 -8.15060 -3.14550 0.170
C 4.15387 6.47210 -2.48471 -0.019
H 2.50194 2.95776 5.47329 0.120
H -3.97864 -9.71628 -2.49541 0.125
C 1.78683 -0.28086 -9.80343 -0.195
C 9.31775 -0.19591 2.87261 -0.171
C -3.18718 -6.37409 5.09893 -0.070
C 8.92252 -5.17735 -2.60801 -0.097
H 3.11753 6.67624 0.53854 0.126
H 3.00059 4.12977 -0.78005 0.136
N -1.57183 -6.50750 -1.81603 -0.072
H -10.34374 -4.72438 -2.57696 0.062
H -2.93885 9.53996 -0.82745 0.117
H -2.59117 -6.86513 7.18172 0.139
H 3.01624 4.28719 -2.62184 0.142
C 8.80081 -4.46672 -3.87898 -0.208
H -10.14786 -6.26383 -3.39612 0.089
H 5.00975 4.42108 9.51282 0.105
H 7.23975 -0.31397 2.61501 0.099
C -3.88160 11.25836 1.89512 0.006
C -11.53656 3.77371 4.25447 0.065
H 5.20733 8.26273 -3.91399 0.097
H 7.86813 -1.59068 3.71057 0.087
N 1.22946 0.35875 -10.96636 -0.018
```

Computed properties:
- Orbital gap: 6.1 eV
- Total charge: +9
- E_tot: -6017.8737 a.u.

=====

Entry 2:
Here is 15 unconnected molecules or ions with the total composition C60H120O15 from the Open Molecules 2025 dataset. Energies are from ωB97M-V/def2-TZVPD.

```
195
Properties=species:S:1:pos:R:3:lowdin_charge:R:1
H -2.64059 1.87047 -1.66917 0.106
C -2.20961 5.14554 1.85971 -0.128
C -1.77914 4.83565 -1.90039 -0.220
O -4.35767 0.27441 -3.58313 -0.146
H -2.44731 3.20886 0.79827 0.088
H 4.23973 -3.82114 -3.69944 0.103
H 3.75585 -6.64149 0.15257 0.124
H -6.11039 -1.30695 0.56882 0.091
H -4.34167 0.11517 -0.08347 0.105
H -7.16410 2.47882 0.72205 0.115
H 0.56926 3.64029 6.05392 0.110
C -2.37528 -4.74916 -1.68822 -0.154
C -3.73681 -4.59306 -1.16253 -0.203
O -5.41403 1.45248 0.94778 -0.183
H 2.33690 -0.80088 -5.63799 0.104
H -0.89650 5.44528 -2.09374 0.114
H 4.43282 -1.79418 -6.31341 0.119
H -0.54043 1.78219 -0.00506 0.097
C -3.13978 6.27124 1.36265 -0.169
C -2.66750 -0.25869 -5.13745 -0.147
H 5.13044 -3.79212 4.86629 0.119
H 1.46091 -2.06762 5.32871 0.103
H -1.23512 5.17247 1.37212 0.087
H -3.40162 -0.23055 6.28666 0.124
O -1.52755 3.54005 -1.43412 -0.121
H -0.40787 -4.14808 -0.63400 0.093
H -4.83305 -0.46889 -5.38114 0.118
C 0.19584 -1.13900 -1.28268 -0.144
H -6.89291 1.97767 2.37095 0.121
C 5.22474 1.20233 -1.82143 -0.130
H -0.09904 -3.80058 6.65013 0.103
C 1.05603 0.88727 4.81895 -0.187
C 0.17545 2.86997 4.10225 -0.184
H 3.66614 -1.92634 1.79550 0.096
H 1.69024 -5.46766 0.23432 0.116
C -3.22249 0.00204 5.23695 -0.191
H 2.81324 -4.61715 -4.32104 0.116
H 3.21374 -2.55555 -7.43571 0.125
O -0.18550 0.23087 -1.33475 -0.150
H -2.56480 -0.61165 -6.16359 0.119
H 4.81352 1.87644 -2.57280 0.083
C 5.49502 -1.25691 2.72821 -0.175
C 2.61054 -4.88493 0.19432 -0.178
H 1.86436 3.21203 -0.61214 0.089
H -0.31337 -0.29719 1.66056 0.089
H 7.08692 -2.58778 3.39080 0.106
C -0.07209 2.87821 5.61119 -0.171
H -2.40823 5.40581 -1.21681 0.099
C -5.33070 0.56763 -0.15554 -0.212
C -3.48982 -0.66802 -2.95888 -0.207
H -3.35476 3.34082 2.36398 0.102
H -3.13138 -2.24864 -4.32858 0.116
C -6.77059 1.66674 1.33342 -0.208
H -4.24858 -5.49489 -0.82653 0.114
C 3.55836 -2.43793 -6.40834 -0.224
H -3.05910 7.10014 2.06586 0.112
H 1.65111 -3.76875 5.23015 0.112
H -1.18889 -5.34966 0.16681 0.113
H 2.74541 -3.39604 -1.24421 0.106
H -2.05124 -1.26025 2.52270 0.107
H -5.40590 1.04664 -1.13175 0.114
H 1.98081 0.36858 5.07163 0.110
H 4.37652 4.15177 -0.21161 0.108
C -1.42857 -4.48292 -0.44916 -0.174
C -1.11023 -4.24118 4.73579 -0.194
H 2.84999 3.03331 1.63019 0.104
H 1.00711 3.71443 -3.37006 0.111
H 1.95059 -1.08611 0.09116 0.081
O 3.98405 -0.40274 -0.64690 -0.200
H 1.14136 0.66133 1.19040 0.111
C 2.68106 4.02787 1.21738 -0.161
C 1.79086 5.38261 -0.53011 -0.181
C 2.96165 -4.46396 -1.21445 -0.210
C -7.46445 0.35779 1.03276 -0.132
H -1.68084 -1.52734 -3.68546 0.104
C -3.57736 -3.54624 -0.07174 -0.165
H -4.41244 -4.24112 -1.94211 0.109
C 2.67971 -2.42368 -4.21398 -0.176
C -4.10343 0.24412 -4.99723 -0.188
C 0.87535 2.14079 -4.84800 -0.163
H 2.27980 4.56261 2.07828 0.109
H 1.70337 -2.55566 -3.74764 0.097
H 1.46420 5.45605 -1.56740 0.099
C 1.66940 3.99209 0.12379 -0.184
H 1.85980 3.72875 -5.94295 0.113
O -4.49108 5.70404 1.24505 -0.129
H 2.10841 2.18019 -6.74649 0.113
C 4.23895 1.00499 -0.66398 -0.177
H -4.10815 3.50490 -2.32140 0.114
O -2.27003 -0.84820 4.61124 -0.148
H 3.70423 1.56998 -5.09112 0.102
H -0.86272 -2.39432 6.00321 0.090
H -4.02442 -1.45771 -2.43096 0.107
C -3.25237 3.41896 -2.99100 -0.157
H -2.80559 -0.16286 -2.27716 0.096
H 3.26655 -1.70978 -3.63601 0.098
H 6.37129 -1.63660 4.65466 0.111
H -1.07114 3.07884 5.99817 0.112
H -2.88202 6.66994 0.38149 0.098
O -0.44059 -4.05186 3.51218 -0.131
H -0.09888 2.51975 -5.15685 0.101
H 1.02500 2.13124 -2.62031 0.106
H 4.63685 1.26084 0.31801 0.109
H -3.53055 2.92795 -3.92352 0.110
C 1.33254 2.68338 -3.50837 -0.194
H -4.33712 4.25708 -0.26768 0.103
H 6.62740 -0.33022 -2.65582 0.106
H 3.95796 -5.59301 1.62397 0.105
H 5.94047 -5.35926 -0.20657 0.122
H 6.13017 1.65124 -1.41305 0.103
H -5.10676 0.78608 4.38412 0.116
H 5.28203 -3.95082 0.31855 0.100
C 0.55141 -3.02825 3.56779 -0.207
H -7.58829 -0.18176 1.97172 0.105
H -5.13701 -0.96607 4.71885 0.120
H -1.75097 4.60438 -4.01108 0.114
H -3.92325 -2.56947 -0.40994 0.093
H -2.16393 -3.96508 4.69626 0.101
H 1.53267 -2.38534 -5.91530 0.119
H 5.53275 -0.19179 2.95668 0.116
H 4.71456 -2.08863 -1.68611 0.096
C 0.37998 -0.04448 0.85838 -0.148
H 5.95294 -1.49657 1.76854 0.092
H -1.91926 0.50178 -4.91398 0.102
C 3.84568 -5.62675 0.54030 -0.165
H 0.36268 0.10895 4.50024 0.092
H -4.11716 -3.89938 0.80689 0.117
C 2.43942 -1.88430 -5.57639 -0.184
H -3.10520 5.56360 -3.43387 0.123
H 1.10514 6.06139 -0.02302 0.107
H 5.10736 -4.10209 3.14680 0.101
C -4.50878 -0.12420 4.42785 -0.162
H 3.95874 3.26813 -5.24063 0.117
H -8.40664 0.55535 0.52156 0.107
H 3.42535 -0.67701 3.03447 0.116
H -1.61142 0.47234 0.06687 0.108
H 0.79907 1.05354 -4.83600 0.103
H -1.57032 2.19166 -3.05103 0.111
O 3.87752 -2.55603 3.81591 -0.166
H -2.87392 1.01759 5.04919 0.112
C -2.48758 4.69315 -3.21258 -0.156
C 4.96901 -4.86539 -0.18510 -0.183
O 4.35632 -4.62845 -1.43984 -0.141
O 1.25967 1.93259 3.85873 -0.142
C -0.55442 0.69481 -0.07928 -0.219
H 1.31576 -3.28686 2.83499 0.104
C 5.57279 -0.22887 -2.39962 -0.115
C -6.46733 -0.40351 0.07437 -0.140
O -2.14901 -3.44041 0.17488 -0.157
C 3.43601 -3.72925 -4.42999 -0.177
H 2.51853 -4.03150 0.86609 0.094
H 5.70432 -1.24057 -0.39267 0.104
H -6.88136 -0.61327 -0.91188 0.108
H -2.26264 -4.05235 -2.51880 0.101
C 1.97009 2.65724 -5.77624 -0.159
H -1.03826 -5.25608 5.12681 0.112
H -0.66237 -1.78218 -1.47736 0.093
C 6.13686 -2.18579 3.74279 -0.152
H -2.27951 -5.78300 -2.02006 0.110
H 0.71890 -2.18075 0.64740 0.093
H 3.26187 1.48270 -0.73597 0.102
H 2.32992 -5.00076 -1.92217 0.123
C -3.93307 -0.35169 3.07444 -0.198
H 4.58860 5.27886 1.08586 0.116
C -0.35925 -3.31535 5.70942 -0.150
C 0.38465 1.53724 6.06716 -0.164
H -4.70784 -0.73663 2.41138 0.108
C 0.87189 -1.24026 0.11809 -0.129
H -1.97061 5.08737 2.92160 0.094
O 3.15735 5.73014 -0.33126 -0.132
C 3.22647 2.53243 -4.90800 -0.210
H -0.65192 2.57668 3.45608 0.107
H -0.39212 0.86814 6.43735 0.104
H -3.59517 0.57833 2.61730 0.113
H 0.12016 -2.08584 3.23016 0.095
H -4.35737 1.19128 -5.47315 0.115
H -3.14095 -2.27245 3.45270 0.115
C -2.78156 -1.25054 3.33180 -0.187
C -4.29476 4.35703 0.81689 -0.219
C 3.82549 4.77582 0.49198 -0.171
C 0.95197 -2.96876 4.98663 -0.171
C -2.20197 2.65109 -2.29074 -0.234
H 5.05593 -0.25980 -3.35876 0.085
C 4.02250 -1.54404 2.75204 -0.160
C -2.67752 -1.29461 -4.06037 -0.183
O 2.75547 2.65940 -3.57185 -0.143
C -3.03237 3.85124 1.45642 -0.139
C 5.06106 -1.14384 -1.26728 -0.158
O 3.86454 -3.63516 -5.77640 -0.121
H -5.17144 3.81928 1.17793 0.096
H 0.80266 -1.42141 -2.14298 0.095
C 5.09120 -3.30619 3.89138 -0.181
H 0.73957 3.63181 0.56394 0.097
H 1.13753 1.71198 6.83575 0.107
H 0.34429 3.86375 3.68755 0.104
```

Computed properties:
- Energy relative to the best compared isomer or geometry (same formula, charge and spin): 259.2 kJ/mol
- Orbital gap: 9.7 eV
- Total charge: 0
- E_tot: -3486.3872 a.u.